# 1
The following is a DFT calculation (the ωB97M-V functional and the def2-TZVPD basis) of C18H13Cl3CoN2O10P2 as an isolated structure.

Calculated values
Multiplicity: 4
HOMO-LUMO gap (alpha / beta): 6.80 / 6.70 eV
DFT total energy: -5002.2363 Ha
<S²>: 3.756
Net charge: -2
HOMO (alpha / beta): -0.098 / -0.094 hartree

Element x y z (Å)
Co1 -0.73319 0.20207 -0.28426
Cl1 5.42491 -0.47985 -4.09005
C1 3.84644 -0.06694 -3.44781
C2 2.77615 0.13627 -4.33583
C3 1.54297 0.47599 -3.85940
C4 1.26396 0.60895 -2.45717
O1 0.10453 0.93480 -2.07967
C5 2.38696 0.39240 -1.58287
C6 2.29514 0.66829 -0.18286
N1 1.18699 0.83989 0.43735
C7 1.12459 1.31430 1.74948
C8 2.11715 1.26496 2.69829
C9 1.89966 1.78614 3.99100
C10 0.69577 2.33406 4.33763
C11 -0.35877 2.37262 3.39478
C12 -1.66244 2.83405 3.69820
C13 -2.64066 2.75859 2.75165
C14 -2.32253 2.23550 1.47703
N2 -1.11740 1.84505 1.16090
C15 -0.14022 1.87739 2.09945
C16 3.65564 0.07455 -2.10371
H1 2.94195 0.01392 -5.39938
H2 0.70489 0.62241 -4.52922
H3 3.25135 0.80967 0.33294
H4 3.06435 0.79228 2.47356
H5 2.69837 1.72360 4.72027
H6 0.52007 2.70937 5.33954
H7 -1.87016 3.20586 4.69569
H8 -3.66020 3.05216 2.96015
H9 -3.09223 2.08303 0.72704
H10 4.48687 -0.06093 -1.42031
O2 -1.12801 -3.25226 1.15234
P1 -1.95641 -1.98720 1.71301
O3 -2.47479 -2.30259 3.05604
O4 -1.07436 -0.76307 1.52052
O5 -3.15704 -1.88612 0.63348
P2 -3.78472 -0.73027 -0.31546
O6 -4.26415 -1.62163 -1.55785
O7 -4.93667 -0.07081 0.33514
O8 -2.65484 0.14476 -0.82961
H11 -0.61415 -2.95529 0.37959
H12 -3.45186 -1.90529 -2.03020
Cl2 0.86150 -3.05719 -4.22396
C17 0.15177 -3.61257 -2.67987
Cl3 1.44525 -4.14515 -1.58399
C18 -0.76905 -2.49309 -2.09071
O9 -1.86495 -2.44552 -2.65687
O10 -0.27185 -1.79427 -1.17843
H13 -0.44659 -4.48287 -2.91557

***

# 2
The following is a DFT calculation (the ωB97M-V functional and the def2-TZVPD basis) of C18H13F3IrN3O3S as an isolated structure.

Calculated values
Multiplicity: 2
HOMO-LUMO gap (alpha / beta): 6.69 / 4.91 eV
DFT total energy: -1884.7628 Ha
<S²>: 0.764
Net charge: +3
HOMO (alpha / beta): -0.700 / -0.698 hartree

Element x y z (Å)
Ir1 -0.09757 0.28121 1.14397
C1 -2.43206 -2.93253 -0.60259
C2 -2.06631 -1.84476 0.20099
N1 -0.91548 -1.20688 0.00319
C3 -0.08198 -1.62381 -0.99282
C4 -0.37004 -2.69584 -1.83501
C5 -1.60264 -3.35808 -1.61316
C6 0.59993 -3.04678 -2.82858
C7 1.77214 -2.36360 -2.94259
C8 2.07702 -1.27072 -2.06812
C9 3.27030 -0.51442 -2.08460
C10 3.45801 0.51387 -1.17116
C11 2.47776 0.80128 -0.23726
N2 1.32356 0.09848 -0.21180
C12 1.13167 -0.92096 -1.10900
H1 -3.37461 -3.42585 -0.40818
H2 -2.70394 -1.49469 1.00395
H3 -1.88321 -4.20043 -2.23456
H4 0.38952 -3.87869 -3.48881
H5 2.49668 -2.64467 -3.69638
H6 4.04370 -0.74432 -2.80915
H7 4.36706 1.09985 -1.17039
H8 2.59543 1.58623 0.49970
C13 -2.44631 3.85866 -0.82031
C14 -2.27022 2.67803 -1.53938
C15 -1.56528 1.64280 -0.97839
N3 -1.02405 1.76494 0.26038
C16 -1.17116 2.92096 0.96596
C17 -1.88689 3.97332 0.44767
H9 -3.01148 4.67797 -1.24729
H10 -2.68268 2.55594 -2.53168
H11 -1.41456 0.71023 -1.50073
H12 -0.70209 2.98102 1.93547
H13 -1.99406 4.87304 1.03851
F1 2.27805 0.27709 5.10780
C18 1.33887 -0.43116 4.55440
F2 1.80658 -1.13816 3.52595
F3 0.69932 -1.18365 5.39676
S1 0.10796 0.77291 3.78313
O1 -0.55637 1.58607 4.70994
O2 0.83636 1.43681 2.63088
O3 -0.81693 -0.17069 2.91327

***

# 3
The following is a DFT calculation (the ωB97M-V functional and the def2-TZVPD basis) of C18H13N2O2S3Ta as an isolated structure at a distorted geometry.

Calculated values
HOMO-LUMO gap: 5.25 eV
DFT total energy: -2204.7127 Ha
Net charge: +2
HOMO: -0.534 hartree

Element x y z (Å)
Ta1 0.11051 -0.21958 -0.26179
C1 -2.76913 -0.62449 -1.90665
O1 -1.90884 0.24775 -1.11106
C2 -2.31250 1.60296 -1.02048
C3 -3.57942 2.03765 -1.34226
C4 -3.87807 3.38928 -1.22104
C5 -2.91748 4.29027 -0.78597
C6 -1.65105 3.84612 -0.45708
C7 -1.33906 2.49475 -0.56753
N1 -0.07878 1.94216 -0.25845
N2 0.85077 2.76106 0.13263
C8 2.10625 2.45518 0.41120
C9 2.69193 1.15075 0.20787
O2 1.86438 0.17805 -0.17953
C10 4.03105 0.91603 0.42966
C11 4.81917 1.91701 0.97060
C12 4.30983 3.19724 1.25213
C13 5.13764 4.18031 1.83700
C14 4.65623 5.44400 2.06293
C15 3.34671 5.76241 1.68400
C16 2.51128 4.81306 1.12780
C17 2.96260 3.50983 0.92177
H1 -2.89386 -0.19930 -2.89996
H2 -3.72834 -0.74047 -1.41050
H3 -2.28214 -1.59141 -1.97011
H4 -4.34773 1.35798 -1.67943
H5 -4.87252 3.73044 -1.47247
H6 -3.15958 5.34006 -0.70022
H7 -0.88918 4.52819 -0.10979
H8 4.42754 -0.06428 0.19815
H9 5.86276 1.71206 1.17638
H10 6.15354 3.91449 2.09965
H11 5.28844 6.19094 2.52235
H12 2.98496 6.77146 1.83007
H13 1.50073 5.07415 0.84882
S1 -0.70338 -3.13532 3.07685
C18 -0.57833 -2.16532 1.80282
S2 -0.32768 -0.39960 2.09010
S3 -0.66286 -2.57009 0.11334